## A
13
Properties=species:S:1:pos:R:3 method="wB97M-V/def2-TZVPD" orbital_gap_ha=0.3771 charge=0
C -0.47606 0.43901 -1.31581
C 0.25905 -0.08359 0.98740
H 1.59020 -2.01930 -0.90408
H -0.03420 -2.45821 -0.42513
H -0.95980 -0.44364 -2.21802
H -1.04520 1.70160 -2.43261
H -0.74451 1.11509 2.36278
H -0.72535 1.70064 0.32441
N 0.51764 -1.66413 -0.86581
N 0.44859 -0.35794 -0.40831
N -0.58594 1.75937 -1.27522
N -0.08988 1.25863 1.18917
O 0.14851 -1.08753 1.84804

---

## B
13
Properties=species:S:1:pos:R:3 method="wB97M-V/def2-TZVPD" orbital_gap_ha=0.3491 charge=0
C -1.17492 -0.26140 -0.08406
C 0.30450 0.22537 0.05308
H -1.54199 1.52364 0.64414
H -2.99545 0.44715 0.48313
H -2.43560 -1.69246 -0.49500
H -0.10634 2.13644 -0.61065
H 0.91501 -1.65235 0.60923
H 2.38108 0.61372 -0.43994
N -2.11816 0.77034 0.06743
N -1.37499 -1.48104 -0.20632
N 0.61557 1.52570 -0.07535
N 1.27348 -0.63093 0.39487
O 2.52931 -0.30606 -0.15868

---

Most stable: B (next structure +0.0918 hartree)

---

## A
11
Properties=species:S:1:pos:R:3 method="wB97M-V/def2-TZVPD" orbital_gap_ha=0.2801 charge=-1
C -0.29670 -0.40006 0.19932
C -1.14544 -1.63496 -0.03026
C 1.64653 0.86496 0.50068
N 0.93112 -0.31168 0.48678
O -0.99741 -2.78719 0.29582
O -2.24495 -1.16385 -0.51583
O -1.56791 1.09479 -1.82326
P -1.73050 0.73273 -0.41151
H 2.28480 1.03764 1.41464
H 0.94058 1.84166 0.29225
H 2.17989 0.72596 -0.40864

---

## B
11
Properties=species:S:1:pos:R:3 method="wB97M-V/def2-TZVPD" orbital_gap_ha=0.2691 charge=-1
C 1.18650 -0.99259 0.16648
C 2.50145 -1.46361 0.09623
C -0.28788 0.78345 -0.00118
N 0.92860 0.31812 0.06679
O 3.43645 -0.45597 -0.09284
O 2.88462 -2.62737 0.12628
O 3.55996 1.97863 -0.58891
P 3.08503 1.06264 0.44928
H 0.37951 -1.71510 0.17096
H -1.14946 0.13422 0.08398
H -0.43571 1.84558 -0.09262

---

Most stable: B (next structure +0.0253 hartree)

---

## A
12
Properties=species:S:1:pos:R:3 method="wB97M-V/def2-TZVPD" orbital_gap_ha="0.2787 / 0.2050" charge=+1
C 1.38113 -1.53829 1.12083
C 0.81378 0.02986 -0.30826
C 0.14049 0.25923 0.86927
N 0.48137 -0.80490 1.71845
N 1.59303 -1.10509 -0.12250
O -2.92311 2.88695 -2.34575
S -1.68002 1.80790 -2.27264
H 1.90363 -2.43381 1.58889
H -0.55860 0.93247 1.05872
H -3.38981 2.70298 -3.15528
H -0.03140 -1.10577 2.58505
H 2.26950 -1.63154 -0.73677

---

## B
12
Properties=species:S:1:pos:R:3 method="wB97M-V/def2-TZVPD" orbital_gap_ha="0.2346 / 0.2346" charge=+1
C -0.25667 0.27422 -0.10512
C 0.35284 -2.06586 0.01337
C 1.07349 0.78916 0.38724
N -0.45068 -1.07696 -0.26250
N -1.28027 1.07445 -0.37292
O 2.01607 -0.07304 0.61522
S 1.13066 -3.33700 0.32543
H 1.36552 1.57920 -0.35083
H 0.79450 1.37334 1.29928
H -1.36041 -1.35210 -0.64763
H -1.18535 2.07481 -0.27563
H -2.19970 0.73977 -0.62590

---

Most stable: B (next structure +0.0268 hartree)

---

## A
61
Properties=species:S:1:pos:R:3 method="wB97M-V/def2-TZVPD" smiles="COCCC(=O)N1CCC(Oc2ccc(C(=O)N3C[C@@H]4CCC[C@H]3C4)cc2)CC1" orbital_gap_ha=0.3379 charge=0
C 5.87623 5.92570 4.20040
O 5.04945 5.37880 3.20772
C 5.64848 4.29343 2.53425
C 4.66977 3.78478 1.48173
C 5.26280 2.60306 0.73246
O 6.36962 2.16963 0.98892
N 4.50558 2.07045 -0.25903
C 3.14402 2.41399 -0.58981
H 2.84342 3.33215 -0.09037
C 2.20272 1.27004 -0.20383
H 1.17425 1.53021 -0.45746
H 2.25388 1.09723 0.87298
C 2.62818 -0.01822 -0.92000
C 4.09171 -0.31712 -0.58915
C 4.97012 0.88097 -0.94478
H 6.00153 0.70519 -0.63672
H 4.94139 1.06150 -2.02528
H 4.41979 -1.19966 -1.13795
H 4.17145 -0.53019 0.47756
O 1.86974 -1.13157 -0.48474
C 0.61117 -1.33962 -0.95907
C -0.03689 -2.46476 -0.44345
C -1.31528 -2.78454 -0.84436
C -1.98117 -1.99172 -1.77378
C -1.33021 -0.88898 -2.30214
C -0.04908 -0.55328 -1.89667
H 0.41898 0.31624 -2.33101
H -1.83064 -0.28088 -3.04128
C -3.35634 -2.35275 -2.24980
O -3.57038 -2.79352 -3.36494
N -4.33325 -2.15206 -1.34592
C -4.19319 -1.51652 -0.04804
C -5.62494 -1.50764 0.49986
C -6.44229 -1.37301 -0.78432
C -5.73426 -2.41546 -1.64167
H -5.90234 -2.31230 -2.71601
C -6.11797 -3.81982 -1.16237
H -5.66211 -4.56593 -1.81437
C -5.63784 -4.02933 0.27439
H -6.08402 -4.93663 0.68556
H -4.55667 -4.17636 0.26418
C -5.97846 -2.83759 1.17245
H -7.04710 -2.83796 1.39809
H -5.44105 -2.93125 2.11874
H -7.20186 -3.92935 -1.22589
H -7.49831 -1.59002 -0.64226
H -6.33763 -0.37592 -1.21404
H -5.78319 -0.68202 1.19653
H -3.50497 -2.06299 0.60102
H -3.80859 -0.49577 -0.16524
H -1.79500 -3.66784 -0.44797
H 0.49382 -3.07529 0.26995
H 2.52633 0.10726 -2.00834
H 3.08673 2.57900 -1.67365
H 3.74460 3.49056 1.98046
H 4.44710 4.59866 0.78952
H 6.58612 4.60724 2.05331
H 5.89077 3.48694 3.24141
H 5.32266 6.74756 4.65030
H 6.11928 5.18246 4.97018
H 6.81333 6.30480 3.77376

---

## B
61
Properties=species:S:1:pos:R:3 method="wB97M-V/def2-TZVPD" smiles="COCc1ccc(CN2CCC[C@H](CCC(=O)NCc3cccc(OC)c3)C2)o1" orbital_gap_ha=0.3315 charge=0
C 0.30126 4.04369 2.99347
H -0.75657 4.07701 2.70296
O 0.44122 3.88910 4.38341
C -0.18352 2.72598 4.88977
C 0.43385 1.45709 4.39279
C 1.59926 0.82694 4.71507
C 1.67732 -0.31552 3.88222
C 0.55223 -0.30829 3.10973
O -0.20267 0.77280 3.41283
C 0.10544 -1.18506 1.98076
N 0.65500 -0.81226 0.68728
C 0.35608 0.55532 0.31252
C 0.63701 0.74557 -1.17799
C 2.12040 0.46240 -1.42230
C 2.47115 -0.93314 -0.91721
C 2.07140 -1.08396 0.54727
H 2.25835 -2.10830 0.87757
H 2.68092 -0.40303 1.16916
H 1.93461 -1.67994 -1.50118
H 3.54173 -1.11690 -1.02324
H 2.34902 0.54479 -2.48679
H 2.72164 1.20702 -0.89286
C 0.26291 2.14370 -1.68034
H 0.80550 2.89751 -1.10396
H 0.57899 2.22458 -2.72239
C -1.23950 2.45208 -1.61986
C -2.00814 1.37078 -2.36149
O -1.96347 1.24219 -3.56706
N -2.75462 0.56880 -1.56405
H -2.63253 0.63261 -0.56563
C -3.32362 -0.67918 -2.04573
C -2.34956 -1.79995 -1.78442
C -2.41200 -2.54747 -0.62009
C -1.43810 -3.49858 -0.35925
C -0.40111 -3.69679 -1.24426
C -0.32786 -2.94538 -2.41846
C -1.30879 -1.99951 -2.68380
H -1.28184 -1.39599 -3.57752
O 0.73890 -3.20090 -3.22627
C 0.87462 -2.45329 -4.41208
H 0.03874 -2.62997 -5.09593
H 1.79766 -2.79997 -4.87413
H 0.95267 -1.38132 -4.20560
H 0.36949 -4.42631 -1.05258
H -1.48798 -4.08536 0.54573
H -3.22090 -2.39213 0.07929
H -4.27531 -0.85165 -1.53710
H -3.49569 -0.55255 -3.11648
H -1.41830 3.40450 -2.12166
H -1.57908 2.53621 -0.58747
H 0.05163 -0.00176 -1.72232
H -0.69589 0.74031 0.53821
H 0.95841 1.28377 0.88743
H -0.98470 -1.13405 1.90271
H 0.39400 -2.21919 2.17964
H 2.45799 -1.04853 3.86809
H 2.31033 1.14044 5.45135
H -1.25198 2.72415 4.62507
H -0.07487 2.79689 5.97441
H 0.77788 4.98808 2.73937
H 0.79100 3.23195 2.44341

---

Most stable: A (next structure +0.0464 hartree)

---

## A
24
Properties=species:S:1:pos:R:3 method="wB97M-V/def2-TZVPD" smiles="C/C=C/CCC.O.O" orbital_gap_ha=0.3685 charge=0
C -0.33143 2.18007 -0.96983
C 0.44591 2.31123 0.33310
C 0.02291 1.29205 1.43447
C -0.41740 -0.06312 1.01177
C 0.11025 -1.21762 1.39279
C -0.30826 -2.59595 1.01008
H 0.11646 1.39571 -1.57553
H -0.38436 3.04820 -1.62253
H -1.36634 1.89291 -0.77520
H 0.20949 3.27600 0.78638
H 1.51116 2.25917 0.12021
H -0.79016 1.80299 1.95845
H 0.86247 1.23487 2.13177
H -1.19419 -0.15924 0.25466
H 0.87200 -1.13245 2.16341
H -1.17312 -2.65971 0.35165
H -0.55398 -3.16519 1.90967
H 0.54655 -3.09580 0.54299
H 1.76380 -1.62139 -1.33778
H 0.95568 -0.60379 -0.54571
O 1.58194 -0.67799 -1.25648
H -1.33357 -1.72422 -2.69764
H -0.09435 -1.07929 -2.33803
O -1.05146 -0.89745 -2.28268

---

## B
24
Properties=species:S:1:pos:R:3 method="wB97M-V/def2-TZVPD" smiles="C=C(CC)CC.O.O" orbital_gap_ha=0.3685 charge=0
C 0.44706 -1.89945 1.37256
C 0.99229 -0.50469 1.11750
C 0.28695 0.18891 -0.08939
C 0.09706 -0.48667 -1.22152
C 0.10010 1.68943 0.09826
C -1.16629 2.20112 -0.65547
H -0.44540 -2.10877 0.78500
H -0.01617 -1.97757 2.35920
H 1.10179 -2.74098 1.14573
H 0.78416 0.14367 1.96942
H 2.06310 -0.44697 0.92081
H 0.41039 -1.48157 -1.49553
H -0.39187 0.10265 -1.99716
H 1.01425 2.12781 -0.28120
H -0.13257 1.84076 1.14686
H -1.06760 2.30135 -1.73005
H -1.41394 3.16152 -0.20787
H -1.94558 1.44172 -0.56114
H -2.75535 -2.01319 0.07260
H -3.45124 -1.26807 1.28070
O -3.02853 -2.07398 1.00632
H 2.98432 1.12347 -2.21959
H 2.46575 -0.04332 -1.49716
O 3.06733 0.72283 -1.31888

---

## C
24
Properties=species:S:1:pos:R:3 method="wB97M-V/def2-TZVPD" smiles=CC(C)CCCO.O orbital_gap_ha=0.4094 charge=0
C 0.75308 -0.38330 -2.02792
O 0.78697 -1.83083 -1.94982
C 1.75513 0.27074 -1.10735
C 1.41225 0.26120 0.41484
C -0.06852 0.07203 0.85290
C -0.07373 -0.09567 2.37357
C -0.89960 1.27122 0.43101
H -0.25671 -0.08971 -1.78349
H 1.06612 -0.21230 -3.04050
H 0.91847 -2.11042 -1.02961
H 1.87222 1.30892 -1.42381
H 2.75271 -0.16561 -1.17731
H 2.04325 -0.49879 0.87917
H 1.70425 1.20201 0.88566
H -0.39687 -0.87702 0.44578
H -1.09954 -0.15984 2.73532
H 0.45212 0.71249 2.87129
H 0.40551 -1.03725 2.62838
H -1.25274 1.25120 -0.59581
H -0.39710 2.22546 0.65607
H -1.75771 1.39713 1.08138
H -3.37794 -1.52640 -0.35079
H -2.77966 -0.36222 -1.13520
O -3.56195 -0.62302 -0.63377

---

## D
24
Properties=species:S:1:pos:R:3 method="wB97M-V/def2-TZVPD" smiles="C=C(C)CCC.O.O" orbital_gap_ha=0.3511 charge=0
C 2.05565 -0.65297 -2.42749
C 0.56733 -0.19142 -2.22306
C -0.10873 -0.86542 -1.00466
C 0.19169 -0.39412 0.36720
C 0.03800 -1.18348 1.42747
C 0.39439 1.11979 0.55966
H 2.18276 -0.47382 -3.45432
H 2.15824 -1.68849 -1.97756
H 2.74643 0.03613 -1.88647
H 0.78346 0.85629 -2.03367
H -0.02965 -0.35463 -3.09706
H -1.10262 -0.68726 -1.39537
H 0.03248 -1.93074 -1.14809
H 0.43082 -1.20839 2.41167
H -0.28368 -2.21820 1.31052
H -0.41483 1.55024 1.16953
H 1.33205 1.41907 0.94408
H 0.31016 1.55315 -0.43904
H -2.91464 0.60965 1.35712
H -3.97037 -0.15210 0.73724
O -2.96203 -0.23559 0.89660
H 0.24809 1.89836 3.34244
H -0.97187 1.21738 3.01303
O -0.71314 1.97656 3.55023

---

Most stable: C (next structure +0.0058 hartree)